<A>
Here is a molecular structure, H2N2O3S from the OMol25 dataset. Energies are from ωB97M-V with the def2-TZVPD basis set.

Structure (XYZ):
```
8
Properties=species:S:1:pos:R:3:lowdin_charge:R:1
N 1.45 -0.23 -0.56 -0.18
N -1.93 1.31 0.01 -0.22
O -2.85 1.00 0.73 -0.03
O -0.93 0.53 -0.26 -0.30
O 0.57 -1.70 1.34 -0.44
S 0.34 -1.36 -0.02 1.04
H 1.09 0.26 -1.28 -0.01
H 2.25 0.19 0.03 0.14
```

HOMO (spin up / spin down) = -8.5 / -8.5 eV
orbital gap (spin up / spin down) = 6.83 / 6.80 eV
net charge = 0
molecular weight = 110.094 g/mol



<B>
Here is 2 unconnected molecules or ions with the total composition H2N2O3S from the OMol25 dataset. Energies are from ωB97M-V with the def2-TZVPD basis set.

Structure (XYZ):
```
8
Properties=species:S:1:pos:R:3:lowdin_charge:R:1
N -0.01 -0.91 -0.69 0.08
N 2.30 -0.65 -0.52 0.06
O -1.23 1.23 2.28 -0.45
O -2.60 1.10 0.21 -0.44
O 1.21 -0.71 -1.15 -0.27
S -1.48 1.65 0.91 0.85
H -0.50 -1.05 -1.60 0.07
H 2.31 -0.67 0.57 0.10
```

HOMO (spin up / spin down) = -10.4 / -10.2 eV
orbital gap (spin up / spin down) = 9.36 / 9.04 eV
net charge = 0
molecular weight = 110.094 g/mol



On energetic grounds, <A> is preferred over the next structure by 22.6 kcal/mol.



<A>
Here is a single C3H6N3P molecule from the OMol25 dataset. Energies are from ωB97M-V with the def2-TZVPD basis set.

Structure (XYZ):
```
13
Properties=species:S:1:pos:R:3:lowdin_charge:R:1
H -0.30 0.08 3.23 0.05
N 0.35 0.17 2.44 0.01
C -0.22 0.53 1.37 -0.54
P 0.70 1.03 -0.05 0.94
C -0.75 0.67 -1.45 -0.30
N -1.79 1.36 -1.19 0.01
H -2.60 1.02 -1.67 0.03
C 1.43 -0.59 -0.24 -0.48
N 1.17 -1.34 -1.25 -0.01
H 1.69 -2.24 -1.14 0.07
H -1.40 0.54 1.26 0.11
H -0.32 -0.25 -1.92 0.03
H 2.04 -0.98 0.61 0.08
```

HOMO = -8.9 eV
orbital gap = 9.79 eV
net charge = 0
structure (SMILES) = [H]/N=C/P(/C=N/[H])/C=N/[H]
molecular weight = 115.076 g/mol



<B>
Here is a single C3H6N3P molecule from the OMol25 dataset. Energies are from ωB97M-V with the def2-TZVPD basis set.

Structure (XYZ):
```
13
Properties=species:S:1:pos:R:3:lowdin_charge:R:1
C 2.20 -1.07 0.08 0.02
C 1.53 0.29 0.14 -0.39
N 1.88 1.51 -0.17 0.24
N 0.52 1.01 0.64 0.00
C -0.76 1.19 0.25 -0.35
N -1.53 0.15 0.27 -0.31
P -3.21 0.26 -0.13 0.71
H 2.60 -1.28 -0.86 0.06
H 2.99 -1.12 0.73 0.05
H 1.37 -1.80 0.40 0.12
H -1.05 2.23 -0.08 0.13
H -3.46 -1.11 0.13 -0.13
H -3.10 -0.27 -1.41 -0.14
```

HOMO = -8.6 eV
orbital gap = 9.36 eV
net charge = 0
structure (SMILES) = CC1=NN1/C=N/P
molecular weight = 115.076 g/mol



On energetic grounds, <A> is preferred over the next structure by 30.6 kcal/mol.



<A>
Here is a gas-phase ion, CH3N2O (charge +1) from the OMol25 dataset. Energies are from ωB97M-V with the def2-TZVPD basis set.

Structure (XYZ):
```
7
Properties=species:S:1:pos:R:3:lowdin_charge:R:1
N -0.09 -0.07 -1.19 0.33
C 0.14 0.04 0.06 -0.28
N 0.62 0.21 1.22 0.25
O -0.77 -0.28 1.11 0.12
H 0.52 -0.23 -1.97 0.18
H -1.03 -0.58 -1.17 0.21
H 0.61 0.92 1.95 0.20
```

HOMO = -16.6 eV
orbital gap = 11.44 eV
net charge = +1
structure (SMILES) = [NH2+]=C1NO1
molecular weight = 59.048 g/mol



<B>
Here is 2 unconnected molecules or ions with the total composition CH3N2O from the OMol25 dataset. Energies are from ωB97M-V with the def2-TZVPD basis set.

Structure (XYZ):
```
7
Properties=species:S:1:pos:R:3:lowdin_charge:R:1
C 0.05 0.30 0.08 -0.20
N 0.53 -1.96 0.94 0.45
N 0.36 -0.89 0.62 0.07
O -1.21 0.31 -0.38 0.12
H 1.29 -0.01 -1.25 0.33
H 0.63 1.12 0.32 0.12
H -1.65 1.13 -0.34 0.13
```

HOMO (spin up / spin down) = -16.2 / -16.2 eV
orbital gap (spin up / spin down) = 8.90 / 8.90 eV
net charge = +1
molecular weight = 59.048 g/mol



On energetic grounds, <A> is preferred over the next structure by 17.6 kcal/mol.